This record from the Open Molecules 2025 dataset describes 7 unconnected molecules or ions with the total composition C28H41F3O20. The level of theory is ωB97M-V with the def2-TZVPD basis set.

Last columns: bonded neighbours and bond lengths (Å).
CARTESIAN COORDINATES (ANGSTROEM)
1 C 19.866 -10.923 -13.490  C2 1.570, H10 1.090, H11 1.090, H12 1.090
2 C 20.171 -11.748 -12.190  C1 1.570, O3 1.425, H13 1.090, H14 1.090
3 O 20.195 -10.837 -11.095  C2 1.425, C4 1.402
4 C 21.287 -10.793 -10.217  O3 1.402, O5 1.200, C6 1.593
5 O 21.998 -11.756 -10.133  C4 1.200
6 C 21.588 -9.424 -9.462  C4 1.593, F7 1.331, F8 1.366, F9 1.321
7 F 20.390 -8.962 -9.112  C6 1.331
8 F 22.334 -9.673 -8.345  C6 1.366
9 F 22.273 -8.555 -10.184  C6 1.321
10 H 20.814 -10.517 -13.844  C1 1.090
11 H 19.147 -10.154 -13.208  C1 1.090
12 H 19.416 -11.505 -14.294  C1 1.090
13 H 21.089 -12.272 -12.458  C2 1.090
14 H 19.479 -12.579 -12.055  C2 1.090
15 C 13.453 -7.166 -13.715  C16 1.485, H22 1.090, H23 1.090, H24 1.090
16 C 13.288 -6.369 -12.473  C15 1.485, C17 1.540, O21 1.400, H25 1.090
17 C 13.694 -4.890 -12.347  C16 1.540, O18 1.375, H26 1.090, H27 1.090
18 O 12.530 -4.282 -11.939  C17 1.375, C19 1.381
19 C 11.557 -5.226 -11.678  O18 1.381, O20 1.279, O21 1.246
20 O 10.400 -4.995 -11.182  C19 1.279
21 O 11.967 -6.355 -12.008  C16 1.400, C19 1.246
22 H 13.139 -8.196 -13.547  C15 1.090
23 H 14.518 -7.304 -13.901  C15 1.090
24 H 12.941 -6.697 -14.555  C15 1.090
25 H 13.974 -6.835 -11.765  C16 1.090
26 H 14.030 -4.450 -13.286  C17 1.090
27 H 14.522 -4.801 -11.643  C17 1.090
28 C 23.114 -17.940 -7.497  C29 1.519, H35 1.090, H36 1.090, H37 1.090
29 C 23.553 -16.492 -7.373  C28 1.519, C30 1.571, O34 1.471, H38 1.090
30 C 24.734 -16.245 -6.367  C29 1.571, O31 1.444, H39 1.090, H40 1.090
31 O 25.528 -15.361 -7.188  C30 1.444, C32 1.295
32 C 25.164 -15.297 -8.429  O31 1.295, O33 1.207, O34 1.265
33 O 25.865 -14.845 -9.301  C32 1.207
34 O 24.242 -16.141 -8.625  C29 1.471, C32 1.265
35 H 22.544 -18.003 -8.423  C28 1.090
36 H 22.530 -18.331 -6.664  C28 1.090
37 H 23.948 -18.638 -7.579  C28 1.090
38 H 22.814 -15.710 -7.196  C29 1.090
39 H 25.311 -17.110 -6.042  C30 1.090
40 H 24.485 -15.744 -5.431  C30 1.090
41 C 23.445 -5.811 -3.018  C42 1.590, H48 1.090, H49 1.090, H50 1.090
42 C 24.005 -4.446 -2.425  C41 1.590, C43 1.517, O47 1.420, H51 1.090
43 C 25.437 -4.495 -1.926  C42 1.517, O44 1.466, H52 1.090, H53 1.090
44 O 26.028 -3.643 -2.962  C43 1.466, C45 1.273
45 C 25.228 -2.996 -3.712  O44 1.273, O46 1.263, O47 1.368
46 O 25.524 -2.140 -4.593  C45 1.263
47 O 23.978 -3.501 -3.485  C42 1.420, C45 1.368
48 H 23.940 -5.959 -3.977  C41 1.090
49 H 22.384 -5.861 -3.261  C41 1.090
50 H 23.688 -6.663 -2.383  C41 1.090
51 H 23.250 -4.076 -1.732  C42 1.090
52 H 26.029 -5.408 -1.981  C43 1.090
53 H 25.656 -4.208 -0.897  C43 1.090
54 C 15.384 -12.994 -9.646  C55 1.647, H61 1.090, H62 1.090, H63 1.090
55 C 14.647 -12.619 -8.222  C54 1.647, C56 1.558, O60 1.387, H64 1.090
56 C 15.360 -13.217 -6.972  C55 1.558, O57 1.427, H65 1.090, H66 1.090
57 O 15.373 -12.020 -6.194  C56 1.427, C58 1.329
58 C 15.173 -10.897 -6.877  O57 1.329, O59 1.215, O60 1.324
59 O 15.334 -9.744 -6.530  C58 1.215
60 O 15.007 -11.283 -8.132  C55 1.387, C58 1.324
61 H 15.424 -12.202 -10.394  C54 1.090
62 H 14.943 -13.800 -10.232  C54 1.090
63 H 16.425 -13.283 -9.501  C54 1.090
64 H 13.558 -12.600 -8.174  C55 1.090
65 H 16.292 -13.674 -7.303  C56 1.090
66 H 14.818 -13.986 -6.421  C56 1.090
67 C 23.439 -14.695 -21.585  C68 1.493, H74 1.090, H75 1.090, H76 1.090
68 C 22.126 -14.924 -20.911  C67 1.493, C69 1.535, O73 1.414, H77 1.090
69 C 21.743 -16.395 -20.700  C68 1.535, O70 1.407, H78 1.090, H79 1.090
70 O 21.546 -16.499 -19.311  C69 1.407, C71 1.335
71 C 21.595 -15.318 -18.691  O70 1.335, O72 1.186, O73 1.345
72 O 21.479 -15.102 -17.531  C71 1.186
73 O 21.946 -14.400 -19.610  C68 1.414, C71 1.345
74 H 24.201 -15.219 -21.008  C67 1.090
75 H 23.494 -13.622 -21.767  C67 1.090
76 H 23.320 -15.208 -22.539  C67 1.090
77 H 21.278 -14.532 -21.472  C68 1.090
78 H 22.569 -17.078 -20.894  C69 1.090
79 H 20.812 -16.722 -21.163  C69 1.090
80 C 21.203 -0.566 -7.846  C81 1.505, H87 1.090, H88 1.090, H89 1.090
81 C 21.295 -2.053 -8.062  C80 1.505, C82 1.516, O86 1.429, H90 1.090
82 C 20.294 -2.824 -7.225  C81 1.516, O83 1.448, H91 1.090, H92 1.090
83 O 19.785 -3.788 -8.178  C82 1.448, C84 1.338
84 C 20.039 -3.366 -9.423  O83 1.338, O85 1.277, O86 1.284
85 O 19.299 -3.599 -10.437  C84 1.277
86 O 20.969 -2.483 -9.385  C81 1.429, C84 1.284
87 H 20.523 -0.011 -8.491  C80 1.090
88 H 22.156 -0.194 -8.222  C80 1.090
89 H 21.065 -0.410 -6.776  C80 1.090
90 H 22.255 -2.412 -7.691  C81 1.090
91 H 19.439 -2.166 -7.069  C82 1.090
92 H 20.630 -3.235 -6.273  C82 1.090

The LUMO energy comes out at 0.012 Eh. Its HOMO energy is -10.26 eV. For the orbital gap, the calculation gives 10.575 eV. The calculation puts the molecular weight at 754.61 g mol⁻¹. Its charge is 0. As for the SMILES: CCOC(=O)C(F)(F)F.C[C@H]1COC(=O)O1.C[C@H]1COC(=O)O1.C[C@H]1COC(=O)O1.C[C@H]1COC(=O)O1.C[C@H]1COC(=O)O1.C[C@H]1COC(=O)O1. The largest force on an atom is 7.84 eV/Å.